Entry 1:
Molecular formula: CH6N2O2
Method: DFT, ωB97M-V/def2-TZVPD

```
11
Properties=species:S:1:pos:R:3:mulliken_charge:R:1
N 1.282 -0.766 -0.364 -0.438
O 0.770 0.165 0.895 -0.330
C -0.224 0.972 0.368 -0.208
N -1.131 0.234 -0.475 -0.279
O -1.815 -0.818 0.135 -0.376
H 2.010 -0.227 -0.842 0.248
H 1.784 -1.405 0.253 0.267
H 0.194 1.771 -0.265 0.303
H -0.801 1.368 1.215 0.233
H -0.937 0.088 -1.464 0.251
H -1.133 -1.381 0.544 0.330
```

Calculated values
HOMO-LUMO gap: 0.3506 Ha
total charge: 0
DFT total energy: -301.53562 a.u.
energy relative to the best compared isomer or geometry (same formula, charge and spin): 547.38 kJ/mol


Entry 2:
Molecular formula: CH6N2O2
Method: DFT, ωB97M-V/def2-TZVPD

```
11
Properties=species:S:1:pos:R:3:mulliken_charge:R:1
C 0.171 0.115 -0.185 0.537
N 1.561 -0.022 -0.502 -0.494
N -0.475 -1.134 0.048 -0.451
O -0.100 1.409 0.115 -0.229
O -0.973 1.002 -0.857 -0.336
H -1.751 1.047 1.441 0.018
H -1.329 0.557 1.869 -0.028
H 2.050 0.876 -0.644 0.259
H 1.716 -0.628 -1.322 0.251
H -0.792 -1.591 -0.823 0.237
H -0.078 -1.631 0.860 0.235
```

Calculated values
HOMO-LUMO gap: 0.3666 Ha
total charge: 0
DFT total energy: -301.48381 a.u.
energy relative to the best compared isomer or geometry (same formula, charge and spin): 683.40 kJ/mol


Entry 3:
Molecular formula: CH6N2O2
Method: DFT, ωB97M-V/def2-TZVPD

```
11
Properties=species:S:1:pos:R:3:mulliken_charge:R:1
N -2.181 0.325 -0.175 -0.352
C -1.094 0.460 0.628 0.225
O -0.458 1.497 0.736 -0.619
H -2.611 -0.572 -0.348 0.212
H -2.451 1.115 -0.746 0.232
H -0.833 -0.470 1.159 0.298
N 2.237 -0.151 0.045 -0.452
O 1.412 -1.107 -0.675 -0.430
H 1.553 0.566 0.329 0.300
H 2.768 0.288 -0.712 0.243
H 1.658 -1.951 -0.244 0.344
```

Calculated values
HOMO-LUMO gap: 0.3959 Ha
total charge: 0
DFT total energy: -301.64269 a.u.
energy relative to the best compared isomer or geometry (same formula, charge and spin): 266.28 kJ/mol


Entry 4:
Molecular formula: CH6N2O3P
Method: DFT, ωB97M-V/def2-TZVPD

```
13
Properties=species:S:1:pos:R:3:mulliken_charge:R:1
C -0.421 2.138 0.176 -0.813
O -0.459 1.108 -0.746 -0.281
P -0.594 -0.489 -0.473 0.892
O -1.566 -0.724 0.632 -0.788
O -0.766 -1.133 -1.762 -0.769
N 0.994 -0.672 0.234 -0.274
N 0.988 -2.096 0.567 -0.711
H -0.302 3.130 -0.260 0.269
H 0.352 2.149 0.887 0.356
H -1.268 2.075 0.784 0.314
H 1.776 -0.634 -0.379 0.208
H 0.005 -2.190 0.655 0.348
H 1.260 -2.663 -0.315 0.250
```

Calculated values
HOMO-LUMO gap: 0.3076 Ha
total charge: -1
DFT total energy: -718.39314 a.u.
energy relative to the best compared isomer or geometry (same formula, charge and spin): 103.50 kJ/mol


Entry 5:
Molecular formula: CH6N2OS
Method: DFT, ωB97M-V/def2-TZVPD

```
11
Properties=species:S:1:pos:R:3:mulliken_charge:R:1
C -1.924 -0.590 0.500 -0.403
N -0.675 1.062 -0.287 -0.226
N -0.855 -0.224 -0.106 -0.218
O 2.094 0.716 0.566 -0.545
S 2.090 -0.744 0.204 0.224
H -2.040 -1.653 0.781 0.234
H -2.789 0.046 0.599 0.232
H 3.477 -0.989 0.021 0.166
H -0.002 1.539 -0.844 0.194
H -1.429 1.711 -0.261 0.189
H 2.054 -0.874 -1.173 0.154
```

Calculated values
HOMO-LUMO gap: 0.3408 Ha
total charge: 0
DFT total energy: -624.50451 a.u.
energy relative to the best compared isomer or geometry (same formula, charge and spin): 374.17 kJ/mol


Entry 6:
Molecular formula: CH6N3O
Method: DFT, ωB97M-V/def2-TZVPD

```
11
Properties=species:S:1:pos:R:3:mulliken_charge:R:1
N -1.422 -0.764 0.060 -0.467
C -0.251 0.000 -0.146 0.718
N -0.215 1.294 -0.027 -0.403
N 0.874 -0.672 -0.092 -0.046
O 2.124 -0.229 0.163 -0.394
H -2.382 -0.454 -0.307 0.314
H -1.285 -1.644 -0.279 0.255
H -1.152 1.788 0.077 0.262
H 0.674 1.822 0.035 0.216
H 0.936 -1.686 -0.216 0.223
H 2.098 0.545 0.733 0.322
```

Calculated values
HOMO-LUMO gap: 0.4186 Ha
total charge: +1
DFT total energy: -280.90191 a.u.
energy relative to the best compared isomer or geometry (same formula, charge and spin): 82.59 kJ/mol